Version i
Entry from the Open Molecules 2025 dataset: the molecule C6H6N2 (the ωB97M-V functional and the def2-TZVPD basis).

Structure (XYZ):
```
14
Properties=species:S:1:pos:R:3
C -0.81 -1.22 -1.57
C -1.57 -0.54 -0.64
C -0.59 0.11 0.23
N -0.54 0.83 1.41
C 0.78 1.03 1.68
C 1.53 0.68 0.58
C 0.68 -0.04 -0.27
N 0.53 -0.83 -1.45
H -1.09 -1.93 -2.37
H -2.65 -0.55 -0.37
H -1.28 1.11 1.86
H 0.88 1.77 2.42
H 2.65 0.80 0.48
H 1.36 -1.29 -1.80
```

Computed properties:
* LUMO: 0.042 Ha
* HOMO energy: -7.43 eV

***

Version ii
Entry from the Open Molecules 2025 dataset: the molecule C6H6N2 (the ωB97M-V functional and the def2-TZVPD basis).

Structure (XYZ):
```
14
Properties=species:S:1:pos:R:3
C -0.69 -1.59 1.53
C -1.25 -0.53 0.90
C -0.83 0.45 -0.20
N -1.43 1.55 -0.62
N -0.60 2.24 -1.40
C 0.48 1.47 -1.66
C 0.48 0.40 -0.80
C 1.55 -0.22 -0.26
H -1.22 -1.98 2.27
H 0.36 -2.06 1.26
H -2.12 -0.27 1.46
H 1.07 1.67 -2.52
H 2.52 -0.31 -0.73
H 1.69 -0.83 0.77
```

Computed properties:
* LUMO: -0.049 Ha
* HOMO energy: -9.06 eV

***

Least stable: version ii

***

Version i
Entry from the Open Molecules 2025 dataset: the molecule C3H3ClN2 (the ωB97M-V functional and the def2-TZVPD basis).

Structure (XYZ):
```
9
Properties=species:S:1:pos:R:3
Cl 2.81 -0.02 0.07
C 1.12 0.13 0.02
N 0.33 1.18 0.08
C -0.98 0.70 0.07
N -0.97 -0.75 0.15
C 0.23 -1.08 -0.01
H -1.40 0.86 -1.08
H -1.60 1.12 0.83
H 0.46 -2.15 -0.13
```

Computed properties:
* LUMO: 0.003 Ha
* HOMO energy: -10.54 eV

***

Version ii
Entry from the Open Molecules 2025 dataset: the molecule C3H3ClN2 (the ωB97M-V functional and the def2-TZVPD basis).

Structure (XYZ):
```
9
Properties=species:S:1:pos:R:3
N 1.91 -0.10 1.78
C 1.44 0.34 0.80
C 0.67 0.73 -0.34
Cl 1.22 1.92 -1.44
C -0.48 0.04 -0.59
N -1.06 -0.90 0.20
H -1.02 0.24 -1.52
H -2.03 -1.12 0.03
H -0.65 -1.15 1.10
```

Computed properties:
* LUMO: 0.023 Ha
* HOMO energy: -8.70 eV

***

Least stable: version i

***

Version i
Entry from the Open Molecules 2025 dataset: a cluster of 2 separate species, H4N4O2 in total (the ωB97M-V functional and the def2-TZVPD basis).

Structure (XYZ):
```
10
Properties=species:S:1:pos:R:3
N -0.92 1.07 -0.08
N 0.37 -0.03 1.48
N 0.31 0.71 0.38
N 0.66 -0.70 -1.25
O -0.31 -0.45 -2.01
O 1.68 -1.37 -1.49
H -0.81 0.87 -1.06
H -1.77 0.70 0.43
H -0.33 -0.78 1.50
H 1.13 -0.02 2.10
```

Computed properties:
* LUMO (spin up / spin down): -0.019 / -0.019 Ha
* HOMO energy (spin up / spin down): -8.31 / -8.31 eV

***

Version ii
Entry from the Open Molecules 2025 dataset: a cluster of 2 separate species, H4N4O2 in total (the ωB97M-V functional and the def2-TZVPD basis).

Structure (XYZ):
```
10
Properties=species:S:1:pos:R:3
H 0.68 -2.46 0.84
N 0.40 -1.77 0.21
N 1.15 -0.92 -0.10
N 1.05 -0.03 -0.95
N 1.27 1.19 -0.80
O 1.12 1.81 0.26
H 1.25 1.68 -1.67
O -2.02 -0.06 0.64
H -2.90 -0.05 0.26
H -2.01 0.62 1.32
```

Computed properties:
* LUMO: 0.002 Ha
* HOMO energy: -8.35 eV

***

Version iii
Entry from the Open Molecules 2025 dataset: a cluster of 2 separate species, H4N4O2 in total (the ωB97M-V functional and the def2-TZVPD basis).

Structure (XYZ):
```
10
Properties=species:S:1:pos:R:3
N -0.59 -1.12 1.03
N 0.49 -1.54 0.65
N 0.19 1.76 -0.77
N -1.03 1.48 -0.73
O -1.29 0.31 -0.20
O 1.14 1.28 -0.10
H 0.80 -2.07 -0.17
H 1.31 -1.07 0.97
H 0.46 2.65 -1.48
H -1.49 -1.68 0.82
```

Computed properties:
* LUMO (spin up / spin down): -0.011 / -0.011 Ha
* HOMO energy (spin up / spin down): -7.80 / -7.80 eV

***

Least stable: version iii

***

Version i
Entry from the Open Molecules 2025 dataset: a structure of composition C5H5NO (the ωB97M-V functional and the def2-TZVPD basis).

Structure (XYZ):
```
12
Properties=species:S:1:pos:R:3
C 0.09 0.94 1.57
C 0.86 -0.40 1.37
C 1.24 0.84 0.61
C -1.16 -0.25 -1.19
C -0.03 0.18 0.38
N -0.89 -1.31 -2.02
O -0.68 0.07 -2.40
H -0.45 1.64 2.18
H 1.10 -1.41 1.79
H 2.13 1.42 0.50
H -2.26 -0.05 -1.02
H 0.06 -1.65 -1.77
```

Computed properties:
* 2S+1: 3
* LUMO (spin up / spin down): 0.029 / -0.108 Ha
* HOMO energy (spin up / spin down): -3.77 / -9.04 eV

***

Version ii
Entry from the Open Molecules 2025 dataset: the molecule C5H5NO (the ωB97M-V functional and the def2-TZVPD basis).

Structure (XYZ):
```
12
Properties=species:S:1:pos:R:3
C -0.86 0.92 -0.08
C 0.08 1.24 0.86
C -1.05 -0.24 -0.90
C 1.22 0.47 1.25
C 0.47 -2.02 -1.49
N -0.28 -1.22 -1.05
O 1.59 -0.61 0.93
H -1.64 1.77 -0.13
H -0.24 2.20 1.26
H -1.99 -0.51 -1.32
H 1.76 0.98 1.97
H 0.94 -2.97 -1.31
```

Computed properties:
* 2S+1: 3
* LUMO (spin up / spin down): 0.022 / -0.068 Ha
* HOMO energy (spin up / spin down): -5.82 / -9.14 eV

***

Least stable: version i

***

Version i
Entry from the Open Molecules 2025 dataset: a structure of composition C29H33BrN2O6Rb (the ωB97M-V functional and the def2-TZVPD basis).

Structure (XYZ):
```
72
Properties=species:S:1:pos:R:3
Rb -1.10 -0.51 -0.22
O 0.99 0.25 4.35
C 1.83 -0.77 4.55
C 2.54 -0.83 5.76
C 3.42 -1.86 6.02
C 3.62 -2.87 5.08
C 2.92 -2.82 3.89
C 2.03 -1.79 3.59
C 1.30 -1.81 2.24
O 0.31 -0.89 2.10
N 2.37 -1.63 1.20
N 1.87 -1.70 -0.05
C 2.30 -0.89 -0.94
C 1.73 -0.86 -2.29
Br 0.57 -2.29 -2.76
C 1.81 0.15 -3.16
C 2.54 1.42 -2.93
C 1.79 2.60 -2.94
C 2.41 3.82 -2.72
C 3.78 3.88 -2.51
C 4.54 2.71 -2.53
C 3.92 1.49 -2.74
H 0.52 0.01 3.44
H 2.37 -0.04 6.48
H 3.96 -1.88 6.96
H 4.31 -3.68 5.28
H 3.07 -3.59 3.14
H 0.94 -2.84 2.06
H 2.87 -0.76 1.38
H 3.01 -0.11 -0.69
H 1.18 0.11 -4.03
H 0.72 2.52 -3.07
H 1.82 4.72 -2.71
H 4.26 4.83 -2.35
H 5.61 2.76 -2.37
H 4.51 0.58 -2.77
C -1.08 6.13 -1.05
O -2.34 5.62 -0.67
C -2.60 4.31 -0.96
C -3.87 3.85 -0.53
C -4.19 2.54 -0.79
C -3.34 1.66 -1.46
C -3.87 0.32 -1.76
C -3.32 -0.47 -2.94
O -4.79 -0.17 -1.12
C -2.02 2.10 -1.85
O -1.12 1.33 -2.31
C -1.72 3.48 -1.59
H -1.06 7.17 -0.73
H -0.94 6.07 -2.13
H -0.27 5.59 -0.55
H -4.54 4.53 -0.03
H -5.16 2.16 -0.48
H -2.55 0.05 -3.48
H -4.18 -0.71 -3.57
H -2.93 -1.43 -2.58
H -0.73 3.81 -1.89
C -3.63 -2.31 1.69
C -2.30 -3.03 1.63
O -2.12 -3.52 0.30
C -0.94 -4.29 0.14
C -1.08 -5.10 -1.13
H -3.75 -1.81 2.64
H -4.45 -3.02 1.56
H -3.73 -1.57 0.89
H -2.29 -3.86 2.34
H -1.47 -2.36 1.90
H -0.82 -4.96 1.01
H -0.06 -3.64 0.10
H -1.90 -5.82 -1.04
H -0.15 -5.64 -1.34
H -1.29 -4.45 -1.97
```

Computed properties:
* net charge: -1
* LUMO: 0.084 Ha
* HOMO energy: -4.78 eV

***

Version ii
Entry from the Open Molecules 2025 dataset: a structure of composition C29H33BrN2O6Rb (the ωB97M-V functional and the def2-TZVPD basis).

Structure (XYZ):
```
72
Properties=species:S:1:pos:R:3
Rb -1.08 -0.16 -0.27
O 1.88 -2.84 -4.94
C 1.49 -1.62 -5.43
C 1.97 -1.22 -6.67
C 1.62 0.01 -7.18
C 0.78 0.86 -6.45
C 0.30 0.44 -5.22
C 0.63 -0.80 -4.69
C -0.01 -1.25 -3.37
O -0.78 -0.34 -2.79
N 1.19 -1.71 -2.54
N 0.90 -2.40 -1.40
C 1.77 -2.39 -0.48
C 1.61 -3.16 0.77
Br -0.16 -3.41 1.39
C 2.61 -3.61 1.53
C 4.05 -3.53 1.22
C 4.92 -3.31 2.30
C 6.29 -3.22 2.10
C 6.81 -3.37 0.82
C 5.96 -3.61 -0.25
C 4.59 -3.70 -0.05
H 1.75 -2.79 -3.98
H 2.63 -1.89 -7.21
H 2.00 0.32 -8.14
H 0.50 1.82 -6.85
H -0.38 1.04 -4.62
H -0.52 -2.22 -3.56
H 1.88 -0.97 -2.42
H 2.70 -1.82 -0.57
H 2.36 -4.06 2.48
H 4.50 -3.19 3.29
H 6.94 -3.04 2.94
H 7.88 -3.30 0.66
H 6.36 -3.74 -1.24
H 3.94 -3.92 -0.88
C -4.68 0.74 6.08
O -3.75 1.80 6.08
C -2.84 1.83 5.06
C -1.95 2.93 5.09
C -1.01 3.02 4.11
C -0.88 2.08 3.05
C 0.17 2.28 2.06
C 1.19 3.39 2.28
O 0.30 1.59 1.05
C -1.79 0.95 3.01
O -1.76 0.06 2.13
C -2.77 0.88 4.07
H -5.31 0.89 6.95
H -4.17 -0.23 6.16
H -5.29 0.75 5.17
H -2.03 3.66 5.89
H -0.33 3.86 4.13
H 1.73 3.26 3.22
H 0.72 4.38 2.32
H 1.89 3.36 1.44
H -3.43 0.03 4.03
C -2.80 2.17 -3.07
C -2.91 2.65 -1.65
O -3.66 1.71 -0.89
C -3.89 2.17 0.44
C -4.75 1.16 1.16
H -2.25 2.90 -3.66
H -3.79 2.05 -3.51
H -2.27 1.22 -3.13
H -3.42 3.63 -1.59
H -1.92 2.78 -1.19
H -4.40 3.14 0.39
H -2.94 2.32 0.96
H -5.70 1.01 0.64
H -4.94 1.50 2.18
H -4.23 0.20 1.24
```

Computed properties:
* net charge: -1
* LUMO: 0.084 Ha
* HOMO energy: -4.69 eV

***

Least stable: version ii

***

Version i
Entry from the Open Molecules 2025 dataset: a cluster of 3 separate species, CH6N2OS in total (the ωB97M-V functional and the def2-TZVPD basis).

Structure (XYZ):
```
11
Properties=species:S:1:pos:R:3
C -1.20 0.92 2.64
N -0.10 0.03 0.99
N 0.75 -0.34 -2.22
O 0.78 0.70 0.48
S -0.93 -1.12 0.15
H -0.36 1.22 3.28
H -1.66 0.01 3.02
H 1.69 -0.64 -2.00
H 0.57 -0.52 -3.20
H 0.69 0.66 -2.04
H -0.23 -0.92 -1.09
```

Computed properties:
* LUMO (spin up / spin down): -0.016 / -0.016 Ha
* HOMO energy (spin up / spin down): -7.89 / -7.90 eV

***

Version ii
Entry from the Open Molecules 2025 dataset: a cluster of 2 separate species, CH6N2OS in total (the ωB97M-V functional and the def2-TZVPD basis).

Structure (XYZ):
```
11
Properties=species:S:1:pos:R:3
N -0.58 -0.33 2.30
C -0.60 0.13 0.95
N -1.18 1.43 0.78
O -0.15 -0.51 0.04
H -1.25 -1.09 2.40
H 0.34 -0.74 2.45
H -0.52 2.01 0.27
H -1.98 1.33 0.16
S 1.68 -0.60 -3.65
H 2.93 -0.47 -3.20
H 1.30 -1.17 -2.50
```

Computed properties:
* LUMO: 0.025 Ha
* HOMO energy: -9.56 eV

***

Least stable: version i